Entry 1:
Entry from OMol25: a molecular structure, C19H23CsF3N2OSSi (the ωB97M-V functional and the def2-TZVPD basis).

Summary:
**Kohn-Sham gap**: 6.415 eV
**LUMO level**: 2.053 eV
**Highest occupied orbital energy**: -4.36 eV
**Charge**: -1
**Energy relative to the best compared isomer or geometry (same formula, charge and spin)**: 0.00 kJ/mol
**Spin multiplicity**: 1

Element x y z (Å)
C 1.913 -1.587 -2.467
C -4.284 2.263 1.225
C -5.103 0.483 -0.133
H -1.034 -0.642 -1.685
H -2.165 2.134 1.636
H 0.920 -1.290 -2.789
H -5.906 -0.038 -0.640
F 6.428 -2.018 -0.303
C -3.019 1.700 1.116
H -2.221 4.673 6.098
O -1.020 0.022 -2.380
C 5.812 -2.640 -1.296
C 0.511 1.941 7.074
Cs 0.856 0.574 1.079
H -0.167 1.085 7.035
H -2.521 3.032 6.671
C -3.469 -1.209 -1.041
H 2.017 4.547 5.795
H -6.348 2.042 0.662
C 4.409 -2.207 -1.635
N 2.276 -1.176 -1.260
F 5.851 -3.973 -1.009
C -1.808 3.860 6.699
H -1.723 4.205 7.733
H 4.648 -3.227 -3.493
H 0.646 5.626 5.538
C -3.805 -0.009 -0.199
C -0.324 2.801 4.279
H -2.698 1.212 -2.314
C -2.348 0.293 -2.797
H -4.237 -1.980 -0.948
C 3.976 -2.647 -2.871
C -3.327 -0.837 -2.525
H -2.541 -1.636 -0.653
H 1.085 5.134 7.182
H 0.614 2.248 8.118
H 1.487 1.605 6.717
H -2.315 0.475 -3.873
N -2.781 0.589 0.415
F 6.626 -2.502 -2.386
C 1.013 4.795 6.145
S 3.948 -0.906 0.780
C -5.344 1.640 0.591
H -4.422 3.162 1.810
H -3.036 -1.726 -3.092
C 2.704 -2.337 -3.318
H -4.301 -0.512 -2.902
H 2.343 -2.650 -4.288
Si -0.151 3.326 5.987
C -0.488 2.529 3.083
C 3.533 -1.457 -0.788

Mulliken atomic charge list, values in e, 4 entries:
1. C -0.087
2. C -0.661
3. C -0.522
4. H 0.208

Entry 2:
Entry from OMol25: a molecular structure, C19H23MgN3O8S (the ωB97M-V functional and the def2-TZVPD basis).

Summary:
**Kohn-Sham gap**: 7.449 eV
**LUMO level**: -0.784 eV
**Highest occupied orbital energy**: -8.23 eV
**Energy relative to the best compared isomer or geometry (same formula, charge and spin)**: 23.31 kJ/mol
**Spin multiplicity**: 1

Element x y z (Å)
C -1.730 0.790 -3.039
H -2.925 -0.836 5.308
H -2.472 3.072 -2.826
Mg 0.139 -0.013 0.179
H -0.584 0.805 -4.854
O 3.349 0.584 -2.074
H -2.636 1.035 -3.601
O 1.235 0.952 1.436
C -4.119 -1.977 3.933
H 1.692 -2.461 -1.313
H -4.832 -2.309 4.673
H 1.488 -1.416 2.610
C 2.509 0.766 1.565
C -0.894 3.828 -1.744
C 3.072 -1.032 -0.333
H 3.713 -3.000 2.294
C 3.014 -0.642 1.191
C 2.827 -3.465 0.316
C 2.740 -3.077 1.811
C 2.054 -1.716 1.732
N -2.041 2.909 -1.928
H 2.271 -4.379 0.111
C -4.250 -2.343 2.599
C -0.107 2.691 -3.915
H 0.879 2.603 -2.007
O -1.179 1.206 -0.736
H 4.002 -0.737 1.637
H 0.970 4.180 -2.757
H -5.064 -2.965 2.258
H -3.357 -2.131 0.630
C -2.130 -0.736 3.349
H -0.914 3.264 -4.390
C -3.331 -1.900 1.683
O 1.271 0.124 -1.402
C -3.064 -1.166 4.289
O 1.135 -1.900 0.615
O -1.461 -0.769 1.124
C 0.302 3.337 -2.575
H -1.233 4.808 -2.078
S -0.745 0.219 3.788
H 0.742 2.760 -4.595
N -2.285 -1.124 2.048
H -0.649 3.898 -0.686
O 3.302 1.576 2.010
H 2.134 -3.787 2.373
H 3.849 -3.600 -0.037
C 2.161 -2.265 -0.353
C 2.560 0.001 -1.352
H -1.714 -0.278 -2.828
O -0.681 2.674 2.778
H 0.387 0.681 -3.382
C -0.460 1.191 -3.841
C -1.687 1.593 -1.781
H 4.092 -1.280 -0.620
N -1.348 1.758 2.703

Mulliken atomic charge list, values in e, 4 entries:
1. C -1.045
2. H 0.438
3. H 0.408
4. Mg 1.070

Entry 3:
Entry from OMol25: a molecular structure, C19H23N2O4S2Tm (the ωB97M-V functional and the def2-TZVPD basis).

Summary:
**Kohn-Sham gap (alpha / beta)**: 6.852 / 6.870 eV
**LUMO level (alpha / beta)**: -0.200 / -0.191 eV
**Expectation value of S²**: 2.00
**Highest occupied orbital energy (alpha / beta)**: -7.05 / -7.06 eV
**Energy relative to the best compared isomer or geometry (same formula, charge and spin)**: 51.67 kJ/mol
**Spin multiplicity**: 3

Element x y z (Å)
C -1.278 0.150 4.540
H -1.798 3.335 -0.453
H -0.887 0.976 5.130
C -2.091 0.657 3.349
C -1.176 -0.571 -2.597
H 4.754 -1.714 -1.185
H 4.977 -1.698 0.571
C 0.908 3.768 -0.587
H 4.804 -0.180 -0.308
H -3.244 -0.233 1.707
C -2.633 -0.545 2.554
N -0.033 -0.027 -2.166
H -2.945 1.235 3.722
H 0.820 -0.914 -5.154
O -3.387 -1.148 -1.962
H -3.250 -1.170 3.196
C -1.962 2.168 1.338
C 2.978 -1.209 -0.053
Tm -0.191 0.040 0.268
C 2.838 -3.703 0.056
C 0.071 1.814 2.566
H -3.039 2.105 1.269
C 0.126 3.045 0.469
H 2.508 -4.285 0.916
S 0.512 -2.385 0.509
C 2.252 -2.322 0.137
H 0.601 1.491 3.454
O -3.182 -1.924 -4.461
C -1.300 1.553 2.414
H 0.379 3.759 -1.537
C -1.963 -1.672 -4.883
H 1.070 4.803 -0.294
H -1.799 -1.171 2.184
H 2.464 -4.200 -0.840
H 1.879 3.296 -0.720
H 3.923 -3.692 0.026
H 1.809 2.806 1.779
H -1.915 -0.456 5.181
S 2.331 0.441 -0.069
N 0.848 -0.145 -3.162
C 0.762 2.573 1.621
C 0.303 -0.728 -4.236
C 4.469 -1.213 -0.261
O -1.591 -1.921 -6.002
H -3.362 -1.672 -3.506
C -1.259 2.876 0.369
H 1.803 0.169 -3.016
H -0.451 -0.475 4.198
C -1.016 -1.027 -3.923
C -2.334 -0.614 -1.629
O -2.103 -0.048 -0.516

Mulliken atomic charge list, values in e, 4 entries:
1. C -1.732
2. H 0.428
3. H 0.414
4. C 0.873

Entry 4:
Entry from OMol25: a molecular structure, C19H23N3O6Si2Ta (the ωB97M-V functional and the def2-TZVPD basis).

Summary:
**Kohn-Sham gap**: 7.001 eV
**LUMO level**: -3.701 eV
**Highest occupied orbital energy**: -10.70 eV
**Charge**: +1
**Energy relative to the best compared isomer or geometry (same formula, charge and spin)**: 14.05 kJ/mol
**Spin multiplicity**: 1

Element x y z (Å)
H 1.372 -3.561 2.645
O 1.419 0.493 -0.760
N 2.576 -1.476 -0.746
C -0.719 -0.417 2.027
N 4.014 -3.191 -0.208
O -3.094 4.471 -5.605
O -1.165 2.286 -6.038
C 2.224 -0.370 -0.215
C -0.582 -1.320 0.965
C -1.244 -2.036 -2.101
H 2.311 0.270 1.930
H -0.233 -2.043 -2.608
C 0.120 -2.514 1.146
O -1.761 2.700 -1.404
C 2.950 -0.048 1.087
H -1.919 -1.711 -2.878
H 3.569 0.809 0.956
H -0.219 0.064 4.026
C -0.047 2.516 1.018
C -1.263 2.216 -3.573
O -3.289 4.936 -2.724
H -1.572 -3.013 -1.744
C -0.154 -0.689 3.263
H 5.463 -1.742 2.160
H 0.265 -3.199 0.341
H -0.226 2.503 2.096
Si -1.494 1.123 1.274
C -2.580 3.767 -4.822
H -3.039 2.550 2.836
H -3.769 -0.333 -1.498
C 4.418 -1.777 2.383
C -1.592 2.608 -4.995
O -0.476 1.325 -3.073
H -3.684 -1.932 -0.643
H 1.186 -1.933 4.373
C -1.955 2.978 -2.724
C -3.338 -0.869 -0.616
H -0.211 3.539 0.625
H 1.026 2.356 0.940
H 4.710 -3.674 0.389
H 4.157 -2.805 2.612
H 4.180 -1.246 3.325
H 3.713 -3.541 -1.094
H -3.299 2.516 1.033
C 0.708 -2.702 2.392
C 3.428 -2.067 0.179
Ta -0.301 1.429 -1.018
Si -1.474 -0.856 -0.710
H -3.800 1.159 2.207
C -2.773 4.023 -3.292
N 3.653 -1.295 1.243
C 0.625 -1.808 3.422
C -3.046 1.922 1.901
H -3.771 -0.389 0.299

Mulliken atomic charge list, values in e, 4 entries:
1. H 0.433
2. O -0.566
3. N -0.556
4. C 0.540

Entry 5:
Entry from OMol25: C19H23N5O in the gas phase (the ωB97M-V functional and the def2-TZVPD basis).

Summary:
**Kohn-Sham gap**: 8.612 eV
**LUMO level**: 0.011 eV
**Structure (SMILES)**: CC(=O)N(Cc1cc2ccc(C)c(C)c2n2nnnc12)C1CCCC1
**Highest occupied orbital energy**: -8.60 eV
**Energy relative to the best compared isomer or geometry (same formula, charge and spin)**: 150.55 kJ/mol
**Spin multiplicity**: 1

Element x y z (Å)
N -1.085 2.134 -0.979
N 2.925 -0.209 0.682
C 0.156 0.838 0.245
C 3.097 -1.073 -0.475
H -6.584 -0.960 0.088
N -1.136 1.053 -0.190
C -2.936 -1.693 1.383
C -2.211 0.262 0.154
H 3.014 -3.186 0.107
C 3.761 0.836 0.951
H 2.028 0.348 2.405
C 2.386 -2.436 -0.373
H 1.457 -2.352 0.184
H -4.656 2.257 -0.670
H -2.706 -2.530 2.025
H -6.013 -0.193 -1.398
H 1.950 -1.404 2.115
C 2.039 -2.783 -1.818
H 4.170 -1.269 -0.568
H 5.390 2.006 0.295
C -4.526 -0.387 0.128
C 0.470 -0.246 1.102
H -0.398 -1.896 2.103
O 3.643 1.495 1.967
C -1.901 -0.832 0.996
C 2.589 -0.453 -1.805
H 2.166 0.535 -1.634
C -4.218 -1.470 0.954
H -4.334 1.275 -2.092
N 0.916 1.777 -0.294
H 5.553 0.294 -0.116
H 4.434 1.321 -1.029
C 1.564 -1.441 -2.365
C -3.526 0.494 -0.282
N 0.122 2.529 -1.019
H 0.567 -1.221 -1.978
H -6.313 0.785 0.031
C -3.901 1.645 -1.163
C -0.567 -1.053 1.448
H 3.417 -0.351 -2.506
C -5.941 -0.180 -0.311
H -5.008 -2.140 1.258
H -3.046 2.267 -1.401
H 2.928 -3.113 -2.357
H 1.282 -3.563 -1.885
C 1.857 -0.423 1.638
H 1.519 -1.417 -3.452
C 4.854 1.126 -0.048

Mulliken atomic charge list, values in e, 4 entries:
1. N -0.503
2. N 0.364
3. C 0.175
4. C -0.370